A molecular structure, C54H44BrNO2OsP2S at a distorted geometry. Source: the Open Molecules 2025 dataset; level of theory: ωB97M-V with the def2-TZVPD basis set.

Structure (ORCA input):
```
! RIJCOSX wB97M-V def2-TZVPD def2/J DEFGRID3
* xyz 4 5
Os -0.3606 0.3709 0.2170
O 2.1827 -0.3111 -0.9365
S 1.8892 0.7032 0.1139
C 2.5363 2.2660 -0.4673
C 3.6342 2.8356 0.1978
C 4.3356 3.9171 -0.3130
C 3.9306 4.4454 -1.5522
C 4.5108 5.5494 -2.3774
C 3.5675 5.6436 -3.5938
C 2.5536 4.5858 -3.3722
C 1.4434 4.1977 -4.1594
C 0.6534 3.1866 -3.6837
C 0.8812 2.4972 -2.4484
P -0.4015 1.2225 -2.0727
C -0.2586 0.1089 -3.4989
C 0.6954 -0.9167 -3.5178
C 0.8393 -1.6964 -4.6552
C 0.0510 -1.4644 -5.7744
C -0.8956 -0.4450 -5.7606
C -1.0570 0.3392 -4.6323
C -1.9614 2.1132 -2.2396
C -2.0657 3.4959 -2.1088
C -3.3111 4.1113 -2.2093
C -4.4433 3.3496 -2.4591
C -4.3453 1.9650 -2.5695
C -3.1124 1.3432 -2.4413
C 2.0314 2.8334 -1.6719
C 2.8068 3.9034 -2.1685
C 2.8605 0.2842 1.4881
C 4.1210 -0.1887 1.1049
C 5.1025 -0.5098 2.0365
C 4.8132 -0.3292 3.3751
C 5.6576 -0.5572 4.6002
C 4.7287 -0.1970 5.7900
C 3.4213 0.1847 5.1497
C 2.2137 0.5509 5.7000
C 1.1430 0.7722 4.8352
C 1.2317 0.6861 3.4424
P -0.3435 0.8473 2.5788
C -1.4118 -0.3492 3.3764
C -2.7624 -0.0874 3.6225
C -3.5636 -1.0688 4.1841
C -3.0293 -2.3196 4.4767
C -1.6914 -2.5948 4.2109
C -0.8803 -1.6139 3.6630
C -0.8243 2.5543 2.9351
C -1.5991 2.8766 4.0442
C -1.8669 4.2092 4.3415
C -1.3674 5.2219 3.5358
C -0.5812 4.9057 2.4329
C -0.3062 3.5787 2.1358
C 2.4805 0.3984 2.8537
C 3.5319 0.1107 3.7499
H 3.9656 2.4095 1.1355
H 5.1871 4.3157 0.2264
H 4.5780 6.4828 -1.8123
H 5.5379 5.3067 -2.6663
H 3.0807 6.6225 -3.6819
H 4.0764 5.4971 -4.5535
H 1.2098 4.6854 -5.0980
H -0.2022 2.8932 -4.2787
H 1.3198 -1.1103 -2.6595
H 1.5711 -2.4940 -4.6649
H 0.1670 -2.0794 -6.6575
H -1.5177 -0.2678 -6.6281
H -1.8081 1.1161 -4.6448
H -1.1866 4.1102 -1.9323
H -3.3896 5.1885 -2.1208
H -5.4052 3.8350 -2.5748
H -5.2306 1.3735 -2.7716
H -3.0450 0.2659 -2.5547
H 4.3387 -0.3074 0.0496
H 6.0616 -0.8857 1.7025
H 6.0061 -1.5896 4.6407
H 6.5572 0.0584 4.5686
H 4.5940 -1.0302 6.4803
H 5.1184 0.6240 6.3930
H 2.0769 0.6337 6.7706
H 0.1786 0.9987 5.2779
H -3.1783 0.8862 3.4186
H -4.6010 -0.8544 4.4113
H -3.6552 -3.0793 4.9284
H -1.2794 -3.5683 4.4466
H 0.1643 -1.8326 3.4720
H -1.9897 2.1048 4.6951
H -2.4682 4.4520 5.2087
H -1.5792 6.2567 3.7739
H -0.1774 5.6981 1.8134
H 0.3217 3.3492 1.2759
Br -0.3407 -5.2430 0.0563
C -1.4185 -3.7311 0.0596
C -2.8020 -3.8231 0.0714
C -3.5543 -2.6546 0.0617
C -2.9219 -1.4355 0.0574
N -1.5775 -1.3487 0.0576
C -0.8336 -2.4874 0.0416
H -3.2839 -4.7925 0.0763
H -4.6356 -2.6918 0.0524
H -3.4689 -0.5088 0.0269
H 0.2455 -2.3849 0.0068
C -3.8671 1.7466 0.8541
O -2.4211 1.7351 0.6604
H -4.1270 2.5324 1.5626
H -4.1624 0.7935 1.2715
H -4.3709 1.9135 -0.0947
H -2.1766 2.6233 0.3651
*
```

## Properties
**ΔE to the lowest compared entry with this formula, charge and spin**: 0.0 kcal/mol
**Expectation value of S²**: 6.078
**Frontier orbital gap (alpha / beta)**: 6.88 / 4.13 eV
**LUMO energy (alpha / beta)**: -10.662 / -13.681 eV

A molecular structure, C54H47CoN6O3P2SSe2 at a distorted geometry. Source: the Open Molecules 2025 dataset; level of theory: ωB97M-V with the def2-TZVPD basis set.

Structure (ORCA input):
```
! RIJCOSX wB97M-V def2-TZVPD def2/J DEFGRID3
* xyz -1 4
Co -0.7841 -1.0536 1.0207
Se 3.2347 -0.0775 -4.6896
P 2.1479 1.2596 -3.4921
C 1.2028 2.3638 -4.5918
C 1.4417 3.7281 -4.7049
C 0.8376 4.4503 -5.7179
C 0.0056 3.8179 -6.6307
C -0.2361 2.4566 -6.5199
C 0.3657 1.7314 -5.5114
C 3.2081 2.3103 -2.4594
C 4.5911 2.1946 -2.5372
C 5.3970 2.9866 -1.7436
C 4.8304 3.9021 -0.8675
C 3.4495 4.0059 -0.7766
C 2.6368 3.2117 -1.5605
C 1.0854 0.4559 -2.2996
C -0.1973 0.3028 -1.7438
N -0.0231 -0.5387 -0.6961
N 1.2423 -0.8579 -0.6238
N 1.9266 -0.2768 -1.5522
P -1.7894 0.8685 -2.3263
Se -3.4607 0.8596 -1.0297
C -1.5587 2.6095 -2.8036
C -2.0406 3.1628 -3.9838
C -1.8847 4.5141 -4.2285
C -1.2607 5.3261 -3.2925
C -0.8331 4.7884 -2.0877
C -0.9845 3.4379 -1.8396
C -2.1384 -0.1280 -3.7972
C -3.3347 0.1013 -4.4742
C -3.6696 -0.6711 -5.5688
C -2.8292 -1.6987 -5.9747
C -1.6623 -1.9619 -5.2703
C -1.3143 -1.1813 -4.1836
H 2.1001 4.2208 -4.0018
H 1.0172 5.5142 -5.8001
H -0.4550 4.3869 -7.4273
H -0.8902 1.9595 -7.2246
H 0.2157 0.6609 -5.4364
H 5.0261 1.4810 -3.2248
H 6.4720 2.8919 -1.8074
H 5.4631 4.5256 -0.2507
H 3.0055 4.7109 -0.0873
H 1.5602 3.2875 -1.4923
H -2.5252 2.5325 -4.7150
H -2.2502 4.9376 -5.1551
H -1.1118 6.3760 -3.5047
H -0.3874 5.4356 -1.3437
H -0.6786 3.0044 -0.8936
H -3.9941 0.8820 -4.1179
H -4.5897 -0.4763 -6.1056
H -3.0835 -2.2946 -6.8413
H -1.0166 -2.7749 -5.5742
H -0.4013 -1.3916 -3.6439
C -3.8831 -2.6333 -1.6584
C -4.8365 -2.4480 -0.6575
C -4.4488 -2.3843 0.6652
C -3.1143 -2.5140 1.0465
C -2.1375 -2.7354 0.0303
C -2.5595 -2.7698 -1.3160
C -2.7516 -2.4003 2.4533
C -3.5000 -3.0635 3.4275
C -3.1252 -2.9856 4.7499
C -2.0529 -2.1383 5.1140
C -1.6893 -1.9367 6.4517
C -0.6595 -1.0782 6.7872
C 0.0005 -0.3871 5.7815
C -0.3524 -0.5521 4.4563
C -1.3600 -1.4531 4.0722
N -1.6740 -1.6422 2.7655
H -4.1844 -2.6789 -2.6973
H -5.8782 -2.3263 -0.9133
H -5.1874 -2.1979 1.4335
H -1.8087 -2.9669 -2.0684
H -4.3408 -3.6747 3.1255
H -3.6301 -3.5563 5.5178
H -2.2372 -2.4680 7.2207
H -0.3901 -0.9306 7.8248
H 0.7996 0.2974 6.0321
H 0.1638 0.0045 3.6967
C -1.1700 -4.9922 1.8205
O -0.5597 -3.7414 1.6073
C -0.7807 -3.2177 0.3054
O 0.0569 -3.4782 -0.5523
H -0.5336 -5.8017 1.4453
H -2.1417 -5.0507 1.3219
H -1.3160 -5.1026 2.8961
C 5.4532 -1.5168 7.0811
C 4.5692 -1.7017 5.8823
C 4.5265 -0.7553 4.8660
C 3.6723 -0.9093 3.7851
C 2.8488 -2.0170 3.7137
C 2.8830 -2.9676 4.7219
C 3.7350 -2.8121 5.7971
S 1.5966 -2.2957 2.4092
C 2.7840 -2.8250 1.1267
O 1.1839 -0.9405 1.9784
H 6.1856 -0.7307 6.9128
H 5.9852 -2.4374 7.3145
H 4.8435 -1.2488 7.9459
H 5.1717 0.1117 4.9216
H 3.6413 -0.1738 2.9954
H 2.2332 -3.8264 4.6545
H 3.7528 -3.5542 6.5830
H 3.4549 -2.0072 0.8911
H 2.1833 -3.0472 0.2493
H 3.3067 -3.7043 1.4848
N -2.2800 2.4073 2.6541
C -1.0030 2.8260 2.4004
C -0.4115 1.8120 1.7070
N -1.3058 0.8027 1.5333
C -2.4182 1.1825 2.1125
H -3.0051 2.9311 3.1172
H -0.6356 3.7789 2.7270
H 0.5893 1.7261 1.3315
H -3.3321 0.6225 2.1284
*
```

## Properties
**ΔE to the lowest compared entry with this formula, charge and spin**: 0.7 kcal/mol
**Expectation value of S²**: 3.796
**Frontier orbital gap (alpha / beta)**: 3.95 / 6.71 eV
**LUMO energy (alpha / beta)**: 2.226 / 2.223 eV

A molecular structure, C54H48GeN8O5RbS at a distorted geometry. Source: the Open Molecules 2025 dataset; level of theory: ωB97M-V with the def2-TZVPD basis set.

Structure (ORCA input):
```
! RIJCOSX wB97M-V def2-TZVPD def2/J DEFGRID3
* xyz 1 1
Rb -0.9657 -0.0053 0.1361
C 4.3683 4.4313 5.0431
C 3.6293 3.3089 4.3655
C 2.9667 3.5203 3.1564
C 2.2612 2.5004 2.5436
C 2.2262 1.2456 3.1360
C 2.8825 1.0053 4.3334
C 3.5748 2.0430 4.9414
S 1.3092 -0.0335 2.3459
O -0.0863 0.3620 2.3887
O 1.6414 -1.2578 3.0618
N 1.6960 -0.0799 0.8163
C 2.9882 -0.2705 0.4009
C 4.1114 -0.4140 1.2137
C 5.4198 -0.2805 0.7359
C 5.6535 0.0344 -0.5732
C 4.5583 0.0803 -1.4589
C 4.7271 0.5520 -2.7772
C 3.6545 0.7110 -3.6078
C 2.4378 0.1881 -3.1894
N 2.2507 -0.3329 -1.9837
C 3.2537 -0.2097 -1.0006
H 4.7439 5.1550 4.3208
H 5.2103 4.0574 5.6240
H 3.7065 4.9631 5.7297
H 3.0099 4.4982 2.6893
H 1.7559 2.6593 1.6012
H 2.8441 0.0207 4.7779
H 4.0889 1.8631 5.8778
H 3.9664 -0.5709 2.2731
H 6.2439 -0.3646 1.4315
H 6.6461 0.2548 -0.9407
H 5.7239 0.8162 -3.1090
H 3.7467 1.1183 -4.6029
H 1.6072 0.0990 -3.8701
C -1.5136 4.4850 2.7699
C -1.1437 3.7339 1.6459
N -1.9710 2.9551 0.9826
C -3.2506 2.8814 1.4084
C -3.7233 3.5986 2.5129
C -2.8092 4.4138 3.2019
C -5.1027 3.4825 2.9097
C -5.9523 2.6881 2.2334
C -5.5000 1.9241 1.1002
C -6.3452 1.0654 0.3758
C -5.8428 0.3551 -0.6816
C -4.4853 0.5056 -1.0040
N -3.6733 1.3053 -0.3469
C -4.1666 2.0115 0.6889
H -0.7802 5.0961 3.2770
H -0.1249 3.7787 1.2769
H -3.1416 4.9755 4.0664
H -5.4422 4.0510 3.7662
H -6.9888 2.6038 2.5349
H -7.3849 0.9731 0.6666
H -6.4633 -0.3170 -1.2584
H -4.0496 -0.0558 -1.8216
O -0.9594 1.6367 -1.8592
C -0.5599 2.8475 -2.4604
C 0.6974 3.4452 -1.8618
C 0.8694 4.8268 -1.8606
C 2.0465 5.3538 -1.3623
C 3.0170 4.4851 -0.8822
C 2.7562 3.1265 -0.9284
N 1.6218 2.6054 -1.4034
H -1.4085 1.8620 -1.0262
H -1.3684 3.5830 -2.4098
H -0.3814 2.6406 -3.5191
H 0.0818 5.4726 -2.2276
H 2.2035 6.4244 -1.3408
H 3.9532 4.8485 -0.4815
H 3.4855 2.4166 -0.5496
N 1.0200 -2.1738 -1.0016
C 1.1191 -1.3187 -1.9059
H 1.6960 -2.1931 -0.2321
O 2.3513 -3.3686 1.3992
C 1.5049 -4.4914 1.5975
N 1.0548 -4.5821 2.9568
C -0.1682 -4.2863 3.4903
O -0.3884 -4.4257 4.6735
C -1.2939 -3.8680 2.5827
C -2.5284 -4.4703 2.7763
C -3.6009 -4.0784 1.9957
C -3.4030 -3.0860 1.0512
N -2.2283 -2.4823 0.8612
C -1.2042 -2.8680 1.6255
H 2.1144 -2.6952 2.0757
H 2.0853 -5.3789 1.3452
H 0.6380 -4.4492 0.9370
H 1.7488 -4.7944 3.6616
H -2.6358 -5.2268 3.5426
H -4.5757 -4.5295 2.1175
H -4.2181 -2.7561 0.4166
H -0.2639 -2.3445 1.4742
Ge -0.0730 -1.8647 -3.4602
C 0.1841 -3.7746 -3.4569
C 0.8999 -4.3452 -4.5067
C 1.1381 -5.7154 -4.5377
C 0.6556 -6.5234 -3.5214
C -0.0628 -5.9654 -2.4704
C -0.2945 -4.5999 -2.4360
C -1.9355 -1.3466 -3.5020
C -2.3005 -0.1439 -4.1092
C -3.6240 0.1127 -4.4349
C -4.6024 -0.8350 -4.1622
C -4.2582 -2.0266 -3.5419
C -2.9318 -2.2813 -3.2110
H 0.5348 -1.3366 -4.7768
H 1.2705 -3.7260 -5.3155
H 1.6968 -6.1482 -5.3569
H 0.8374 -7.5898 -3.5458
H -0.4345 -6.5961 -1.6730
H -0.8121 -4.1752 -1.5839
H -1.5463 0.5934 -4.3562
H -3.8909 1.0454 -4.9145
H -5.6318 -0.6425 -4.4360
H -5.0167 -2.7698 -3.3321
H -2.6777 -3.2318 -2.7625
*
```

## Properties
**ΔE to the lowest compared entry with this formula, charge and spin**: 30.9 kcal/mol
**Frontier orbital gap**: 6.76 eV
**LUMO energy**: -3.505 eV

Number 1: DFT total energy -6033.54304 Eh, molar mass 1103.100 g mol⁻¹. Number 2: DFT total energy -9906.80132 Eh, molar mass 1138.877 g mol⁻¹. Number 3: DFT total energy -5399.86822 Eh, molar mass 1079.174 g mol⁻¹.